P | ORCA calculation (ωB97M-V/def2-TZVPD) on a 2-piece molecular cluster, C12H16N2 overall.

Cartesian coordinates (Å):
C: -2.2629 -2.7256 -1.1381
C: -0.8257 -2.1064 -1.2159
C: -0.0260 -2.5012 0.0020
C: -0.4599 -2.6282 1.2900
N: 0.6634 -2.7354 2.0927
C: 1.7735 -2.7739 1.1991
N: 1.3584 -2.7257 -0.0618
H: -2.2786 -3.8945 -1.2343
H: -2.6680 -2.3387 -2.1045
H: -2.8694 -2.2950 -0.3427
H: -0.2663 -2.4217 -2.1498
H: -0.8305 -0.8633 -1.3287
H: -1.4111 -2.5830 1.7666
H: 0.6551 -2.7055 3.0507
H: 2.7523 -2.7425 1.4853
C: 1.9938 1.2942 -0.0911
C: 0.7923 2.0586 -0.2564
C: -0.5550 1.6345 0.0435
C: -1.6412 2.5274 0.0676
C: -1.3989 3.9098 -0.3399
C: -0.1192 4.3016 -0.9003
C: 0.9466 3.3812 -0.6213
H: 1.8313 0.1768 -0.2791
H: 2.1805 1.3202 0.9760
H: 2.8863 1.7169 -0.6345
H: -0.6382 0.6438 0.4279
H: -2.6814 2.1914 0.3396
H: -2.2284 4.6300 -0.3855
H: 0.0697 5.3249 -1.2837
H: 2.0385 3.8347 -0.7536

Values from the calculation:
SMILES = CCc1c[nH]cn1.Cc1ccccc1
Gap between HOMO and LUMO = 0.34423 Ha
LUMO energy = 0.83 eV

***

Q | ORCA calculation (ωB97M-V/def2-TZVPD) on a 2-piece molecular cluster, C12H16N2 overall.

Cartesian coordinates (Å):
C: -0.4484 2.4700 -0.3264
C: -1.7798 2.5641 -1.0257
C: -2.5931 1.3496 -0.7732
C: -3.6432 1.0754 0.1206
N: -3.8550 -0.2929 0.0683
C: -2.9611 -0.7807 -0.8111
N: -2.2019 0.1592 -1.2931
H: -0.4384 2.2032 0.7030
H: 0.0601 3.4569 -0.4134
H: 0.1760 1.7336 -0.8288
H: -2.3655 3.4534 -0.9008
H: -1.5081 2.5765 -2.1163
H: -4.1842 1.8441 0.6238
H: -4.6926 -0.6849 0.4620
H: -2.9357 -1.7674 -1.2460
C: 4.3408 -1.9759 0.2795
C: 2.8900 -1.5078 0.3189
C: 2.0326 -1.2267 -0.7528
C: 0.7688 -0.6648 -0.5097
C: 0.2365 -0.7248 0.7780
C: 1.0499 -1.1322 1.8451
C: 2.4309 -1.3641 1.6120
H: 4.4907 -2.9507 -0.2068
H: 4.6694 -2.1006 1.3072
H: 5.0014 -1.2609 -0.2103
H: 2.4207 -1.3456 -1.7661
H: 0.2197 -0.1960 -1.3124
H: -0.8279 -0.6839 0.9902
H: 0.6653 -0.9828 2.8621
H: 2.9820 -1.2431 2.5222

Values from the calculation:
SMILES = CCc1c[nH]cn1.Cc1ccccc1
Gap between HOMO and LUMO = 0.34366 Ha
LUMO energy = 0.84 eV

***

Preferred: Q; penalty for the next structure: 0.936 eV.

***

P | ORCA calculation (ωB97M-V/def2-TZVPD) on one molecule with the formula CH2N4O.

Cartesian coordinates (Å):
O: 2.0297 -0.0496 -0.1249
C: 0.6797 -0.0160 0.0294
N: -0.0312 -1.1712 0.1785
N: -1.2687 -0.8495 0.2976
N: -1.4000 0.4372 0.2379
N: -0.0290 1.0895 0.0364
H: 2.4522 -0.0811 0.7455
H: -2.4354 0.6471 0.3029

Values from the calculation:
SMILES = Oc1nn[nH]n1
Gap between HOMO and LUMO = 0.42884 Ha
LUMO energy = 0.68 eV

***

Q | ORCA calculation (ωB97M-V/def2-TZVPD) on one molecule with the formula CH2N4O.

Cartesian coordinates (Å):
H: -2.2922 0.8420 0.3698
N: -1.8864 -0.0440 -0.0349
C: -0.7030 0.1135 -0.0546
N: 0.2029 1.2000 -0.0474
N: 1.4513 0.7759 -0.0715
N: 1.2279 -0.5802 0.1538
O: 0.0027 -0.9808 -0.1024
H: 1.9967 -1.3263 -0.2127

Values from the calculation:
SMILES = [H]/N=c1\nn[nH]o1
Gap between HOMO and LUMO = 0.33086 Ha
LUMO energy = -0.40 eV

***

Preferred: P; penalty for the next structure: 2.265 eV.

***

P | ORCA calculation (ωB97M-V/def2-TZVPD) on one molecule with the formula CH2N4O.

Cartesian coordinates (Å):
N: -0.8860 1.3085 0.1286
C: 0.0131 0.4448 -0.1565
N: 1.1657 0.2396 -0.8617
O: 1.4859 -1.0886 -0.6048
N: 0.6466 -1.6925 0.1798
N: -0.2184 -0.7981 0.4538
H: -0.8042 2.2176 -0.2909
H: -1.0650 -0.8471 1.0089

Values from the calculation:
Gap between HOMO and LUMO = 0.29984 Ha
LUMO energy = -0.61 eV

***

Q | ORCA calculation (ωB97M-V/def2-TZVPD) on CH2N4O as an isolated structure.

Cartesian coordinates (Å):
O: -1.9532 0.0415 0.7788
C: -0.6441 0.0591 0.1793
N: -0.9583 -1.1608 -0.0472
N: 1.4881 -0.3353 -0.9237
N: 1.3487 0.8260 -0.4956
N: 0.1437 1.0668 0.1340
H: -1.8449 -0.1383 1.7319
H: 2.4201 -0.3590 -1.3572

Values from the calculation:
Gap between HOMO and LUMO = 0.32370 Ha
LUMO energy = -1.19 eV

***

R | ORCA calculation (ωB97M-V/def2-TZVPD) on a 2-piece molecular cluster, CH2N4O overall.

Cartesian coordinates (Å):
N: 0.4280 0.7784 -1.1435
N: 0.3307 0.0363 -1.9901
O: -0.0265 -1.0486 -2.3552
N: -0.5064 -1.4560 0.0697
C: -0.2253 -0.4078 0.4592
N: -0.2299 0.5533 1.4056
H: 0.3576 1.3288 1.2110
H: -0.1282 0.2156 2.3433

Values from the calculation:
SMILES = N#[N+][O-].N#CN
Gap between HOMO and LUMO = 0.36936 Ha
LUMO energy = -0.36 eV

***

S | ORCA calculation (ωB97M-V/def2-TZVPD) on one molecule with the formula CH2N4O.

Cartesian coordinates (Å):
H: 2.1553 -1.0475 0.0043
N: 1.7923 -0.0622 -0.0483
C: 0.5220 -0.0908 0.0436
N: -0.4482 0.9224 -0.0137
N: -1.6598 0.3909 -0.0260
N: -1.6484 -0.8470 -0.0222
O: -0.3537 -1.1772 0.0020
H: -0.3594 1.9113 0.0603

Values from the calculation:
SMILES = [H]/N=c1/[nH]nno1
Gap between HOMO and LUMO = 0.38894 Ha
LUMO energy = 0.83 eV

***

Preferred: S; penalty for the next structure: 0.954 eV.

***

P | ORCA calculation (ωB97M-V/def2-TZVPD) on one molecule with the formula CH2N4O.

Cartesian coordinates (Å):
H: 0.0617 0.5997 -2.1755
N: 0.7696 0.6586 -1.4491
C: 0.3446 0.2581 -0.3358
N: 1.2108 0.2364 0.8278
N: 0.5855 -0.1737 1.8090
O: -0.7688 -0.4240 1.4977
N: -0.9064 -0.1710 0.1267
H: -1.2971 -0.9842 -0.3008

Values from the calculation:
SMILES = [H]/N=c1/nno[nH]1
Gap between HOMO and LUMO = 0.36680 Ha
LUMO energy = -0.10 eV

***

Q | ORCA calculation (ωB97M-V/def2-TZVPD) on one molecule with the formula CH2N4O.

Cartesian coordinates (Å):
O: 1.9270 -0.2969 0.0303
C: 0.6163 -0.1864 0.1953
N: -0.1795 -1.2841 -0.0628
N: -1.3657 -0.9112 0.1766
N: -1.3213 0.3877 0.6151
N: -0.0453 0.8693 0.5652
H: 2.3310 0.5712 0.1698
H: -1.9735 0.8397 -0.0097

Values from the calculation:
SMILES = Oc1nn[nH]n1
Gap between HOMO and LUMO = 0.40451 Ha
LUMO energy = 0.55 eV

***

R | ORCA calculation (ωB97M-V/def2-TZVPD) on a 2-piece molecular cluster, CH2N4O overall.

Cartesian coordinates (Å):
N: 2.9418 0.2733 0.0822
N: 1.9526 0.7427 0.1965
O: 0.8800 1.1296 0.4034
N: 0.3551 -1.4962 -0.4112
C: -0.5717 -0.8423 -0.2176
N: -1.5897 -0.0408 -0.1351
H: -1.4173 0.8031 0.3655
H: -2.5508 -0.5694 -0.2837

Values from the calculation:
SMILES = N#[N+][O-].N#CN
Gap between HOMO and LUMO = 0.38913 Ha
LUMO energy = 0.58 eV

***

S | ORCA calculation (ωB97M-V/def2-TZVPD) on one molecule with the formula CH2N4O.

Cartesian coordinates (Å):
H: -2.5699 0.7112 0.0357
N: -2.0383 -0.1110 -0.0284
C: -0.8359 -0.0438 0.1840
N: 0.1294 1.1893 -0.0434
N: 1.3264 0.7769 -0.0527
N: 1.3148 -0.5848 0.1243
O: 0.0331 -1.0188 -0.1442
H: 2.1944 -1.1911 0.0148

Values from the calculation:
SMILES = [H]/N=c1\nn[nH]o1
Gap between HOMO and LUMO = 0.36435 Ha
LUMO energy = 0.29 eV

***

Preferred: Q; penalty for the next structure: 0.956 eV.

***

P | ORCA calculation (ωB97M-V/def2-TZVPD) on a 2-piece molecular cluster, H5N4 overall.

Cartesian coordinates (Å):
N: 0.4399 0.5646 1.8097
N: 0.1595 -1.2662 -0.4129
N: -0.1616 0.9419 -0.7165
N: -0.3750 -0.1384 -0.1548
H: -0.4462 0.4621 2.3487
H: -0.3376 -1.8631 0.2984
H: 0.7558 -1.5809 -1.2008
H: -0.4063 1.8534 -0.4746
H: 0.3715 1.0264 -1.4971

Values from the calculation:
Net charge = +1
Gap between HOMO and LUMO (alpha / beta) = 0.34493 / 0.34134 Ha
LUMO energy (alpha / beta) = -5.71 / -5.94 eV

***

Q | ORCA calculation (ωB97M-V/def2-TZVPD) on a 2-piece molecular cluster, H5N4 overall.

Cartesian coordinates (Å):
N: -2.0476 0.1392 0.0276
N: 0.4428 1.0484 0.0083
N: 0.7585 -1.0823 -0.0334
N: 0.1738 -0.1322 0.5026
H: -2.4832 0.6937 0.7762
H: -0.2188 1.6655 0.4675
H: 0.9529 1.5299 -0.7510
H: 0.7516 -2.0110 0.3365
H: 1.5125 -0.7816 -0.7769

Values from the calculation:
Net charge = +1
Gap between HOMO and LUMO (alpha / beta) = 0.35138 / 0.34337 Ha
LUMO energy (alpha / beta) = -5.73 / -6.01 eV

***

Preferred: Q; penalty for the next structure: 0.182 eV.

***

P | ORCA calculation (ωB97M-V/def2-TZVPD) on a 2-piece molecular cluster, C5H11N2 overall.

Cartesian coordinates (Å):
C: -0.3843 -2.0791 0.4320
C: -0.0310 -1.6508 1.6123
C: 0.5903 1.8897 -0.4467
C: -1.6612 0.0318 0.7944
C: 1.1619 0.5975 -0.6693
N: 1.1805 -0.2271 -1.6709
N: -0.4373 -0.6684 0.5855
H: -0.6680 -2.7639 -0.3230
H: 0.3891 -1.6838 2.6404
H: 1.1787 2.6192 -1.1511
H: 0.7106 2.2298 0.5128
H: -0.3949 1.9432 -0.7906
H: -2.2939 -0.5261 1.5005
H: -1.5709 1.1152 1.1224
H: -2.1646 0.2591 -0.1823
H: 2.0271 0.2083 -0.0028
H: 1.8741 -1.0045 -1.5642
H: 0.4937 -0.2901 -2.3992

Values from the calculation:
Net charge = +1
Gap between HOMO and LUMO = 0.32283 Ha
LUMO energy = -3.61 eV

***

Q | ORCA calculation (ωB97M-V/def2-TZVPD) on an isolated ion of composition C5H11N2 and charge +1.

Cartesian coordinates (Å):
C: 0.5421 1.4120 -1.7387
C: -0.0932 1.2289 -0.3262
N: -0.6889 -0.1138 -0.1914
C: -1.2781 -0.7004 1.2084
N: -0.1484 -1.6992 1.3014
C: 1.1256 -1.0642 1.2479
C: 0.3494 -1.2300 0.0197
H: 1.6688 1.4842 -1.5344
H: 0.2459 0.4876 -2.2909
H: 0.1512 2.2814 -2.2373
H: -1.0353 1.8876 -0.2199
H: 0.6090 1.2465 0.4263
H: -1.5173 -0.2782 -0.9110
H: -2.2555 -1.1493 0.8948
H: -1.4542 0.0204 2.0977
H: 1.9170 -1.8741 1.3411
H: 1.2761 -0.0691 1.6834
H: 0.5858 -1.8701 -0.7711

Values from the calculation:
SMILES = CC[N@@H+]1CN2C[C@@H]21
Net charge = +1
Gap between HOMO and LUMO = 0.41261 Ha
LUMO energy = -3.42 eV

***

Preferred: Q; penalty for the next structure: 1.158 eV.